Computed, not measured: 2 unconnected molecules or ions with the total composition C3H6P2, with the ωB97M-V functional and the def2-TZVPD basis.

Cartesian coordinates (Å):
C (0.40, 0.00, 0.98)
C (0.55, -1.48, 0.90)
C (-0.84, 0.47, 0.35)
P (1.23, 2.33, -2.08)
P (0.16, 2.47, -3.70)
H (1.63, -1.72, 0.88)
H (0.07, -1.88, -0.06)
H (0.19, -2.05, 1.69)
H (-0.71, 1.58, 0.00)
H (-1.38, 0.45, 1.37)
H (-1.31, -0.17, -0.34)

Calculated values
LUMO energy: -0.75 eV

***

Computed, not measured: a single C3H6S molecule, with the ωB97M-V functional and the def2-TZVPD basis.

Cartesian coordinates (Å):
C (-1.26, 0.81, 0.49)
C (-0.86, -0.17, -0.26)
C (0.73, -1.05, -0.16)
S (2.12, 0.22, 0.00)
H (-2.17, 1.36, 0.37)
H (-0.68, 1.13, 1.38)
H (-1.33, -0.39, -1.23)
H (1.00, -1.77, -0.93)
H (0.76, -1.66, 0.76)
H (1.69, 1.52, -0.41)

Calculated values
SMILES: C=CCS
LUMO energy: 0.95 eV

***

Computed, not measured: a single C3H6S molecule, with the ωB97M-V functional and the def2-TZVPD basis.

Cartesian coordinates (Å):
C (0.97, 0.03, 0.21)
C (0.22, -1.17, 0.57)
C (0.10, 1.24, 0.09)
S (2.62, -0.04, -0.48)
H (-0.86, -0.96, 0.54)
H (0.34, -1.88, -0.19)
H (0.55, -1.53, 1.65)
H (0.53, 1.80, 0.97)
H (-0.93, 0.92, 0.28)
H (0.33, 1.71, -0.89)

Calculated values
SMILES: CC(C)=S
LUMO energy: -0.37 eV

***

Computed, not measured: a single C3H6S2 molecule, with the ωB97M-V functional and the def2-TZVPD basis.

Cartesian coordinates (Å):
C (1.67, -1.17, -0.52)
C (-0.97, 0.12, 0.27)
C (-1.23, 1.76, 0.40)
H (1.92, -1.29, 0.57)
H (2.60, -1.24, -0.94)
H (0.99, -2.14, -1.02)
H (-1.62, -0.58, -0.39)
H (-0.91, -0.65, 1.13)
H (-0.34, 2.30, 0.59)
S (0.59, 0.43, -0.55)
S (-2.71, 2.47, 0.45)

Calculated values
SMILES: CSCC=S
LUMO energy: -0.77 eV